## w
Formula: C6H6S
Source: the OMol25 dataset
Level of theory: ωB97M-V with the def2-TZVPD basis set

Computed properties:
HOMO: -8.41 eV
Gap between HOMO and LUMO: 9.31 eV
SMILES: Sc1ccccc1

Geometry (Å):
S 2.85687 -0.16418 -0.00128
C 1.08523 -0.07672 -0.00897
C 0.38402 1.12553 0.00730
C -1.00311 1.12343 0.00787
C -1.71053 -0.07319 -0.00232
C -1.01542 -1.27816 -0.00383
C 0.37683 -1.30191 0.01480
H 3.07254 1.10978 0.05613
H 0.94093 2.01436 -0.04124
H -1.55157 2.08826 -0.02071
H -2.78856 -0.10483 0.00799
H -1.52014 -2.21855 0.01308
H 0.87292 -2.24383 -0.02881

---

## x
Formula: C6H6S
Source: the OMol25 dataset
Level of theory: ωB97M-V with the def2-TZVPD basis set

Computed properties:
HOMO: -8.59 eV
Gap between HOMO and LUMO: 7.92 eV
SMILES: S=C/C=C\C1C=C1

Geometry (Å):
S -3.69198 0.25411 -0.03339
C -2.06338 0.28797 0.07160
C -1.25924 -0.87536 -0.10689
C 0.07906 -1.05882 -0.02886
C 1.22220 -0.19281 0.31743
C 1.27951 1.30515 0.26141
C 1.99883 0.70510 -0.63653
H -1.57139 1.23130 0.28196
H -1.84729 -1.76404 -0.31324
H 0.39856 -2.09057 -0.15383
H 1.83844 -0.70269 1.06222
H 0.95336 2.19482 0.73834
H 2.66332 0.70584 -1.46023

---

## y
Formula: C6H6S
Source: the OMol25 dataset
Level of theory: ωB97M-V with the def2-TZVPD basis set

Computed properties:
HOMO (spin up / spin down): -7.97 / -7.98 eV
Gap between HOMO and LUMO (spin up / spin down): 8.07 / 8.07 eV
SMILES: C1=C[C@@H]2CC1=CS2

Geometry (Å):
C 0.86808 -1.06652 0.21441
C -0.46771 -1.13111 0.43839
C -1.04923 0.53128 0.07636
C 0.03809 0.85056 -0.93632
C 1.12014 0.40363 0.00222
C 0.91881 1.07857 1.15387
S -0.70035 1.58605 1.48888
H 1.54622 -1.80424 0.57407
H -1.20935 -1.89483 0.49724
H -2.06284 0.32984 -0.35914
H -0.06805 0.17502 -1.76220
H 0.08934 1.98505 -1.28154
H 1.28062 0.74938 2.03840

---

## z
Formula: C6H6S
Source: the OMol25 dataset
Level of theory: ωB97M-V with the def2-TZVPD basis set

Computed properties:
HOMO (spin up / spin down): -8.11 / -8.11 eV
Gap between HOMO and LUMO (spin up / spin down): 7.60 / 7.60 eV

Geometry (Å):
C -1.20651 0.99470 -0.26568
C -0.29785 0.55343 -1.23796
C -0.89397 0.64217 1.09091
C 0.58200 -1.34755 0.12274
C 0.88836 -0.08467 -0.67989
C 0.93648 -0.09507 0.78751
S -1.65494 0.75576 2.46656
H -2.13398 1.65328 -0.53520
H -0.45386 0.66213 -2.25963
H -0.56754 -1.51411 0.16498
H 1.39346 -2.16584 0.02570
H 1.71675 -0.18076 -1.24016
H 1.69160 0.12652 1.56009

---

Short version: w, x, z, y, most stable first.

---

## w
Formula: C4H11NOS
Source: the OMol25 dataset
Level of theory: ωB97M-V with the def2-TZVPD basis set

Computed properties:
HOMO: -8.48 eV
Gap between HOMO and LUMO: 9.30 eV
SMILES: CC(N)=O.CSC

Geometry (Å):
C -1.25603 -0.76089 3.20862
C -0.47300 -1.42316 2.11891
N -1.12081 -1.40697 0.90703
O 0.68185 -1.77555 2.24340
H -1.01090 -1.09523 4.21908
H -2.33642 -0.84301 3.07509
H -0.98937 0.29623 3.19732
H -0.66429 -1.89605 0.14050
H -2.11150 -1.59002 0.96078
C 0.42810 1.69006 -3.31334
S -0.05880 0.64521 -1.94109
C 1.53989 0.59796 -1.14308
H 1.09961 1.15876 -4.00030
H 1.01221 2.53856 -2.94423
H -0.43234 2.07630 -3.86279
H 1.57727 -0.07516 -0.29152
H 1.77321 1.58531 -0.75728
H 2.34130 0.27764 -1.81712

---

## x
Formula: C4H11NOS
Source: the OMol25 dataset
Level of theory: ωB97M-V with the def2-TZVPD basis set

Computed properties:
HOMO: -8.68 eV
Gap between HOMO and LUMO: 9.45 eV
SMILES: C[C@@H](CS)NCO

Geometry (Å):
C -1.84312 0.24227 0.85841
C -0.52197 0.05902 0.05625
C 0.19676 1.44015 -0.11650
S -0.82144 2.66116 -0.99767
N 0.26903 -0.95032 0.68901
C 1.14759 -1.72566 -0.19960
O 2.42013 -1.09125 -0.18043
H -1.65779 -0.08587 1.88424
H -2.21639 1.26538 0.91553
H -2.69851 -0.28631 0.43414
H -0.83697 -0.17997 -0.95918
H 1.14829 1.25960 -0.60108
H 0.36137 1.75477 0.91954
H -0.84489 2.23599 -2.27703
H 0.92758 -0.67408 1.41578
H 0.71091 -1.59507 -1.20109
H 1.20226 -2.77007 0.09132
H 3.05715 -1.55973 -0.73164

---

## y
Formula: C4H11NOS
Source: the OMol25 dataset
Level of theory: ωB97M-V with the def2-TZVPD basis set

Computed properties:
HOMO: -8.96 eV
Gap between HOMO and LUMO: 9.65 eV
SMILES: CC(N)=O.CSC

Geometry (Å):
C -0.88676 -0.13603 -2.69850
C -0.87284 1.22413 -2.01779
N 0.08766 1.42405 -1.08844
O -1.75161 2.05318 -2.17278
H -0.33197 0.06884 -3.62293
H -1.92239 -0.38285 -2.89607
H -0.39165 -0.99684 -2.21254
H 0.05112 2.30972 -0.60670
H 0.76088 0.74560 -0.77778
C -0.62239 -1.32168 2.20752
S 0.64502 -1.25099 0.95272
C 1.83528 -0.00564 1.74270
H -0.33876 -1.77981 3.17060
H -1.20297 -0.47167 2.58858
H -1.32802 -2.01615 1.71898
H 1.47253 0.19572 2.75165
H 2.00384 0.84080 1.09853
H 2.79305 -0.50037 1.86224

---

## z
Formula: C4H11NOS
Source: the OMol25 dataset
Level of theory: ωB97M-V with the def2-TZVPD basis set

Computed properties:
HOMO: -8.92 eV
Gap between HOMO and LUMO: 9.67 eV
SMILES: NCC=O.CSC

Geometry (Å):
N 0.82997 -1.61060 0.73240
C 1.73489 -0.54480 0.30006
C 2.53620 -0.99904 -0.90197
O 2.96056 -0.24714 -1.73995
H 0.69651 -1.55387 1.73583
H -0.07844 -1.45170 0.29851
H 2.50641 -0.41854 1.06866
H 1.29976 0.42243 0.06125
H 2.76183 -2.07652 -0.98821
C -1.16086 2.08770 0.62772
S -1.70965 0.65579 -0.31274
C -2.69404 -0.21964 0.92407
H -0.50945 1.81495 1.46053
H -2.00594 2.65820 0.99673
H -0.51696 2.65292 -0.04211
H -3.11255 -1.07441 0.39443
H -2.07358 -0.55843 1.75145
H -3.52121 0.38576 1.29001

---

Short version: w, y, z, x, most stable first.

---

## w
Formula: C4H11NOS
Source: the OMol25 dataset
Level of theory: ωB97M-V with the def2-TZVPD basis set

Computed properties:
HOMO: -9.03 eV
Gap between HOMO and LUMO: 9.89 eV
SMILES: C[C@@H](CS)NCO

Geometry (Å):
C -0.76736 1.24880 0.43277
C -0.15874 0.08598 -0.32621
C 1.39534 0.34597 -0.19731
S 1.96151 2.09629 -0.34503
N -0.45765 -1.25103 0.29328
C -1.86016 -1.70332 -0.10562
O -1.97014 -2.98576 0.38724
H -0.37910 1.26682 1.44503
H -0.59489 2.20604 -0.06301
H -1.90645 1.32076 0.47234
H -0.45429 -0.02783 -1.35595
H 1.89729 -0.27464 -0.98283
H 1.85743 -0.07786 0.68624
H 1.60708 2.41800 0.85383
H -0.25777 -1.21590 1.26203
H -1.95599 -1.72016 -1.12470
H -2.74778 -1.18721 0.27394
H -1.13961 -3.46990 0.08078

---

## x
Formula: C4H11NOS
Source: the OMol25 dataset
Level of theory: ωB97M-V with the def2-TZVPD basis set

Computed properties:
HOMO: -8.41 eV
Gap between HOMO and LUMO: 9.10 eV
SMILES: OCNCCCS

Geometry (Å):
O -1.63734 -2.14407 -0.96720
C -1.39787 -1.33067 0.14411
N -1.42238 0.08781 -0.12548
C -0.72031 1.07349 0.71364
C 0.71837 1.37737 0.22470
C 1.60699 0.13327 0.28616
S 1.64614 -0.86785 -1.31443
H -0.86809 -2.02112 -1.55484
H -0.41688 -1.60425 0.57842
H -2.16435 -1.57957 0.88530
H -1.16083 0.30452 -1.07718
H -0.67089 0.71728 1.74444
H -1.33843 1.96734 0.73006
H 0.70058 1.92529 -0.71498
H 1.12766 2.00817 1.02351
H 2.65716 0.35624 0.43947
H 1.19101 -0.58188 0.97949
H 2.14945 0.17863 -1.99520

---

Short version: x, w, most stable first.